DFT (the ωB97M-V functional and the def2-TZVPD basis) results for a molecular structure, C41H42P2PbS at a distorted geometry.

Relative energy (zero: lowest compared OMol25 entry of this formula, charge and spin) in kcal per mole: 0.0
F_max in eV/A: 3.44
LUMO level in Ha: -0.0190
Frontier orbital gap in eV: 5.191
2S+1: 1
E_HOMO in Eh: -0.20977
E_tot in Eh: -2861.04511

CARTESIAN COORDINATES (ANGSTROEM)
Pb (-0.6345, -1.4974, 0.9084)
C (3.7519, 1.3474, 1.1118)
C (2.9726, 2.2921, 0.5806)
C (3.3603, 3.0563, -0.6536)
C (3.9224, 2.2300, -1.8435)
C (3.5513, 0.7853, -1.9414)
C (4.2045, -0.2056, -1.3286)
C (5.3343, -0.0099, -0.3759)
C (5.1625, 1.1285, 0.6411)
C (-2.4274, -2.8630, 0.1318)
H (3.4801, 0.7592, 1.9872)
H (2.1092, 2.6859, 1.1221)
H (4.1319, 3.7959, -0.3647)
H (2.4998, 3.6432, -1.0145)
H (3.5521, 2.7206, -2.7649)
H (5.0210, 2.3291, -1.8434)
H (2.8202, 0.5820, -2.7289)
H (4.1551, -1.2316, -1.6972)
H (6.2444, 0.1762, -0.9777)
H (5.4951, -0.9488, 0.1784)
H (5.7681, 0.8660, 1.5225)
H (5.5753, 2.0509, 0.2089)
H (-2.1012, -3.8753, 0.4041)
H (-2.5195, -2.7932, -0.9653)
H (-3.4124, -2.6934, 0.5749)
P (-0.2457, 1.3633, 1.0138)
P (-0.1689, -1.2967, -1.7239)
C (0.4790, 1.3493, -0.6348)
C (0.5368, 0.3454, -1.5800)
C (-1.1279, 2.9105, 1.3006)
C (-0.6414, 4.1216, 0.7726)
C (-1.3893, 5.2891, 0.9298)
C (-2.6238, 5.2695, 1.5806)
C (-3.1017, 4.0698, 2.1161)
C (-2.3602, 2.8987, 1.9946)
C (0.8014, 1.0561, 2.5090)
C (1.4514, -0.1903, 2.7063)
C (1.9406, -0.5722, 3.9520)
C (1.8678, 0.3092, 5.0346)
C (1.2935, 1.5701, 4.8541)
C (0.7591, 1.9335, 3.6124)
C (-1.0162, -1.4241, -3.3023)
C (-2.0876, -0.5442, -3.5623)
C (-2.7308, -0.6055, -4.7909)
C (-2.3283, -1.5412, -5.7472)
C (-1.2680, -2.4120, -5.4884)
C (-0.6032, -2.3621, -4.2682)
C (0.9425, -2.7455, -1.5411)
C (0.5124, -3.9590, -0.9566)
C (1.4305, -4.9602, -0.6651)
C (2.7864, -4.7705, -0.9547)
C (3.2136, -3.5892, -1.5808)
C (2.2791, -2.6085, -1.9153)
H (0.7736, 2.3512, -0.9811)
H (0.9537, 0.6467, -2.5532)
H (0.3129, 4.1461, 0.2425)
H (-1.0069, 6.2260, 0.5294)
H (-3.2134, 6.1787, 1.6766)
H (-4.0603, 4.0437, 2.6281)
H (-2.7349, 1.9497, 2.3886)
H (1.6310, -0.8801, 1.8526)
H (2.3878, -1.5604, 4.0646)
H (2.2580, -0.0042, 6.0104)
H (1.2508, 2.2590, 5.6960)
H (0.2885, 2.9182, 3.5087)
H (-2.3785, 0.1737, -2.7902)
H (-3.5439, 0.0901, -4.9974)
H (-2.8366, -1.5815, -6.7042)
H (-0.9459, -3.1321, -6.2368)
H (0.2342, -3.0250, -4.0521)
H (-0.5396, -4.1055, -0.7305)
H (1.0844, -5.8940, -0.2089)
H (3.5079, -5.5464, -0.7013)
H (4.2728, -3.4437, -1.8060)
H (2.5540, -1.7003, -2.4493)
S (-3.4097, -0.0208, 0.3643)
C (-4.8248, -0.5784, 1.1171)
C (-6.0230, -0.8653, 0.3924)
C (-7.1156, -1.4215, 1.0528)
C (-7.0691, -1.6714, 2.4348)
C (-5.9074, -1.3538, 3.1567)
C (-4.8055, -0.7958, 2.5221)
H (-6.0373, -0.6786, -0.6817)
H (-8.0110, -1.6858, 0.4827)
H (-7.9225, -2.1404, 2.9381)
H (-5.8523, -1.5702, 4.2282)
H (-3.8901, -0.5629, 3.0692)

Atomic charges from the Löwdin analysis, expressed in e, are listed below:
1 Pb 1.091
2 C -0.084
3 C -0.141
4 C -0.187
5 C -0.172
6 C -0.128
7 C -0.114
8 C -0.184
9 C -0.181
10 C -0.405
11 H 0.091
12 H 0.074
13 H 0.120
14 H 0.090
15 H 0.116
16 H 0.110
17 H 0.081
18 H 0.061
19 H 0.124
20 H 0.111
21 H 0.116
22 H 0.103
23 H -0.051
24 H -0.029
25 H -0.046
26 P 0.903
27 P 0.910
28 C -0.289
29 C -0.316
30 C -0.377
31 C -0.091
32 C -0.087
33 C -0.078
34 C -0.067
35 C -0.100
36 C -0.392
37 C -0.263
38 C -0.096
39 C -0.085
40 C -0.078
41 C -0.081
42 C -0.342
43 C -0.074
44 C -0.072
45 C -0.076
46 C -0.081
47 C -0.075
48 C -0.396
49 C -0.118
50 C -0.068
51 C -0.068
52 C -0.071
53 C -0.110
54 H 0.059
55 H 0.062
56 H 0.088
57 H 0.102
58 H 0.104
59 H 0.109
60 H 0.078
61 H 0.019
62 H 0.109
63 H 0.106
64 H 0.104
65 H 0.108
66 H 0.097
67 H 0.111
68 H 0.104
69 H 0.105
70 H 0.102
71 H 0.064
72 H 0.115
73 H 0.106
74 H 0.108
75 H 0.083
76 S 0.490
77 C -0.764
78 C -0.128
79 C -0.118
80 C -0.126
81 C -0.121
82 C -0.152
83 H 0.089
84 H 0.094
85 H 0.089
86 H 0.094
87 H 0.084



DFT (the ωB97M-V functional and the def2-TZVPD basis) results for a molecular structure, C7H14O3.

Relative energy (zero: lowest compared OMol25 entry of this formula, charge and spin) in kcal per mole: 101.5
F_max in eV/A: 0.52
LUMO level (spin up / spin down) in Ha: -0.0059 / -0.0059
Frontier orbital gap (spin up / spin down) in eV: 7.534 / 7.535
2S+1: 1
E_HOMO (spin up / spin down) in Eh: -0.28276 / -0.28278
E_tot in Eh: -500.70142

CARTESIAN COORDINATES (ANGSTROEM)
C (0.7738, 0.7395, 0.7773)
C (0.7254, 0.9128, -0.6591)
C (-1.4417, -0.1676, -0.8113)
C (0.4362, 1.9722, 1.5873)
C (0.0787, -1.7808, 0.6707)
C (-1.1333, -0.6816, -2.2112)
C (-0.4526, -0.3549, 0.8552)
O (2.0613, 0.1972, 1.1015)
O (1.5762, 0.2725, -1.4178)
O (-1.2920, -0.1162, 1.7503)
H (1.9756, -0.3512, 1.8893)
H (2.1864, -0.2032, -0.8137)
H (0.1419, 1.6714, -1.1552)
H (-1.8641, 0.8384, -0.7980)
H (-2.1780, -0.8136, -0.3348)
H (-0.4883, 2.4210, 1.2252)
H (0.2596, 1.6792, 2.6212)
H (1.2501, 2.6965, 1.5297)
H (0.7320, -1.9090, -0.1905)
H (0.6156, -2.0884, 1.5723)
H (-0.7810, -2.4399, 0.5622)
H (-0.5810, 0.0288, -2.8293)
H (-2.0588, -0.9222, -2.7448)
H (-0.5421, -1.6011, -2.1765)

Atomic charges from the Löwdin analysis, expressed in e, are listed below:
1 C -0.458
2 C -0.065
3 C -0.147
4 C 0.004
5 C -0.016
6 C -0.143
7 C -0.556
8 O 0.001
9 O 0.128
10 O -0.056
11 H 0.114
12 H 0.138
13 H 0.154
14 H 0.084
15 H 0.086
16 H 0.098
17 H 0.094
18 H 0.093
19 H 0.073
20 H 0.085
21 H 0.094
22 H 0.059
23 H 0.071
24 H 0.066



DFT (the ωB97M-V functional and the def2-TZVPD basis) results for 4 unconnected molecules or ions with the total composition C17H28BF7O12P2 at a distorted geometry.

F_max in eV/A: 1.23
LUMO level in Ha: 0.0141
Frontier orbital gap in eV: 6.677
SMILES: CB(O)P(C)(CCC(F)(F)F)(C[C@@H](C)F)P(O)O.O=C1OC[C@@H](F)O1.O=C1OC[C@@H](F)O1.O=C1OC[C@@H](F)O1
2S+1: 1
E_HOMO in Eh: -0.23130
E_tot in Eh: -2974.16397

CARTESIAN COORDINATES (ANGSTROEM)
C (4.3772, -0.6244, -0.2336)
B (3.0958, -0.1895, 0.5417)
O (2.9133, -0.6450, 1.8178)
P (1.7711, 1.0587, -0.1953)
C (1.9554, 2.0714, -1.7499)
C (0.1374, 1.0661, 0.7089)
C (-0.8671, 2.0522, 0.1115)
C (-2.2922, 1.5364, -0.0456)
F (-2.6667, 1.4605, -1.3573)
F (-3.1816, 2.3890, 0.5578)
F (-2.4981, 0.3166, 0.5053)
C (2.4616, 2.5086, 0.9351)
C (3.5604, 3.3757, 0.3718)
C (4.2250, 4.2506, 1.4285)
F (4.5446, 2.5635, -0.2016)
P (1.0239, -0.8508, -1.2263)
O (1.8960, -1.1221, -2.6137)
O (-0.5366, -0.5753, -1.7670)
H (4.6648, -1.6053, 0.1361)
H (4.2261, -0.7052, -1.3041)
H (5.2192, 0.0407, -0.0577)
H (1.9747, -0.7924, 1.9834)
H (1.3189, 1.6355, -2.5144)
H (2.9781, 2.1618, -2.0922)
H (1.5503, 3.0628, -1.5620)
H (-0.2200, 0.0417, 0.7334)
H (0.3386, 1.3555, 1.7343)
H (-0.9302, 2.9074, 0.7737)
H (-0.5707, 2.4563, -0.8482)
H (2.8615, 2.0492, 1.8413)
H (1.6654, 3.1760, 1.2569)
H (3.1796, 4.0418, -0.3988)
H (4.7753, 3.6160, 2.1122)
H (3.4467, 4.7863, 1.9590)
H (4.8867, 4.9648, 0.9516)
H (1.9384, -0.3558, -3.1977)
H (-0.7206, -1.0679, -2.5675)
O (0.0934, -2.3354, 1.7956)
C (-0.7531, -3.0914, 1.4658)
O (-1.0370, -3.4399, 0.1960)
C (-2.0230, -4.4797, 0.2203)
C (-2.6620, -4.2693, 1.5742)
F (-3.0634, -5.4363, 2.1312)
O (-1.5960, -3.7254, 2.3314)
H (-1.5341, -5.4527, 0.1661)
H (-2.7152, -4.3720, -0.6093)
H (-3.4984, -3.5685, 1.5788)
O (-3.5759, -7.9074, 0.5988)
C (-4.5135, -7.9323, 1.3141)
O (-4.7352, -8.8595, 2.2748)
C (-5.8968, -8.4721, 3.0164)
C (-6.6147, -7.5768, 2.0297)
F (-7.2863, -6.5698, 2.6395)
O (-5.5444, -7.0385, 1.2762)
H (-5.5949, -7.9132, 3.9028)
H (-6.4717, -9.3451, 3.3111)
H (-7.2990, -8.0980, 1.3582)
O (0.2265, 5.4183, -0.8797)
C (0.7072, 6.0017, -1.7873)
O (0.9141, 5.4808, -3.0185)
C (1.3875, 6.5256, -3.8772)
C (1.9544, 7.5155, -2.8832)
F (1.8055, 8.7978, -3.2903)
O (1.1516, 7.2876, -1.7374)
H (0.5478, 6.9545, -4.4248)
H (2.1231, 6.1419, -4.5779)
H (3.0010, 7.3483, -2.6232)

Atomic charges from the Löwdin analysis, expressed in e, are listed below:
1 C -0.026
2 B -0.658
3 O 0.111
4 P 0.757
5 C -0.192
6 C -0.291
7 C -0.099
8 C -0.562
9 F 0.104
10 F 0.098
11 F 0.116
12 C -0.242
13 C -0.453
14 C -0.038
15 F -0.039
16 P 0.761
17 O -0.336
18 O -0.326
19 H 0.070
20 H 0.049
21 H 0.063
22 H 0.075
23 H 0.032
24 H 0.056
25 H 0.022
26 H 0.037
27 H 0.093
28 H 0.122
29 H 0.105
30 H 0.086
31 H 0.087
32 H 0.116
33 H 0.083
34 H 0.081
35 H 0.074
36 H 0.031
37 H 0.042
38 O 0.159
39 C -0.547
40 O 0.059
41 C -0.038
42 C -0.305
43 F 0.076
44 O 0.138
45 H 0.146
46 H 0.143
47 H 0.175
48 O 0.180
49 C -0.565
50 O 0.075
51 C -0.048
52 C -0.314
53 F 0.075
54 O 0.120
55 H 0.146
56 H 0.139
57 H 0.172
58 O 0.178
59 C -0.557
60 O 0.064
61 C -0.044
62 C -0.313
63 F 0.079
64 O 0.136
65 H 0.145
66 H 0.140
67 H 0.173



DFT (the ωB97M-V functional and the def2-TZVPD basis) results for a molecular structure, C20H34ClIIrN3O4 at a distorted geometry.

Relative energy (zero: lowest compared OMol25 entry of this formula, charge and spin) in kcal per mole: 0.0
F_max in eV/A: 3.92
LUMO level (spin up / spin down) in Ha: 0.0116 / -0.0180
Frontier orbital gap (spin up / spin down) in eV: 6.104 / 6.932
2S+1: 5
E_HOMO (spin up / spin down) in Eh: -0.21268 / -0.27280
E_tot in Eh: -2109.82969

CARTESIAN COORDINATES (ANGSTROEM)
O (-0.8943, 0.6489, 0.1472)
C (-1.8467, 0.9443, -0.8177)
C (-3.2410, 0.4287, -0.4038)
C (-3.4206, -0.5019, 0.6160)
H (-2.5474, -0.8573, 1.1707)
C (-4.6824, -1.0394, 0.8806)
H (-4.7701, -1.8064, 1.6469)
C (-5.7955, -0.5971, 0.1587)
H (-6.7829, -1.0102, 0.3717)
C (-5.6309, 0.3842, -0.8216)
H (-6.4903, 0.7458, -1.3886)
C (-4.3612, 0.8972, -1.0957)
H (-4.2027, 1.6506, -1.8729)
H (-1.9216, 2.0485, -0.8523)
C (-0.5095, 1.4218, -2.9678)
C (-1.4702, 0.5362, -2.2483)
H (-0.5836, 1.2957, -4.0567)
H (0.5197, 1.1732, -2.6747)
H (-0.7025, 2.4775, -2.7384)
C (-1.9649, -0.6036, -2.7620)
C (-1.5072, -1.2638, -4.0200)
H (-2.7382, -1.1466, -2.2120)
H (-2.3349, -1.3404, -4.7402)
H (-1.1690, -2.2914, -3.8255)
H (-0.6866, -0.7144, -4.5005)
Ir (0.8078, -0.5275, 0.1783)
Cl (1.2329, -1.1340, -2.0057)
C (2.8575, -2.6053, 0.1837)
O (2.7384, -1.3948, 0.5457)
N (4.0208, -3.2313, 0.1329)
C (5.2636, -2.5663, 0.4909)
C (4.1177, -4.6302, -0.2760)
H (1.9954, -3.2104, -0.1310)
H (5.0741, -1.5201, 0.7393)
H (5.9607, -2.6466, -0.3497)
H (5.7081, -3.0895, 1.3441)
H (3.1092, -5.0179, -0.4574)
H (4.5996, -5.2128, 0.5173)
H (4.7160, -4.7192, -1.1919)
H (-2.2964, 0.8456, 4.7681)
H (-0.5304, -0.9759, 5.2389)
C (-2.2025, 0.4948, 3.7310)
C (-0.3491, -1.1220, 4.1651)
N (-0.8316, 0.0670, 3.4660)
H (-2.4480, 1.3087, 3.0388)
C (-0.0526, 0.7635, 2.6450)
O (1.0024, 0.2855, 2.1197)
H (0.7174, -1.2525, 3.9656)
H (-0.3802, 1.7981, 2.4471)
H (-2.9005, -0.3392, 3.5758)
H (-0.9024, -2.0063, 3.8241)
H (4.3373, 3.3365, -0.8608)
H (3.0455, 5.1046, 0.6980)
C (3.3544, 3.2877, -1.3516)
C (2.1175, 4.7714, 0.2153)
N (2.2890, 3.4443, -0.3660)
H (3.2431, 2.3252, -1.8599)
C (1.6301, 2.3832, 0.0904)
O (1.8894, 1.2218, -0.3603)
H (1.3143, 4.7348, 0.9582)
H (0.8629, 2.5785, 0.8582)
H (3.2892, 4.1098, -2.0717)
H (1.8556, 5.4968, -0.5639)
I (-0.5219, -2.6363, 0.9153)

Atomic charges from the Löwdin analysis, expressed in e, are listed below:
1 O -0.401
2 C -0.379
3 C -0.182
4 C -0.095
5 H -0.014
6 C -0.085
7 H 0.099
8 C -0.104
9 H 0.096
10 C -0.092
11 H 0.097
12 C -0.048
13 H 0.120
14 H 0.135
15 C -0.090
16 C -0.296
17 H 0.075
18 H 0.013
19 H 0.077
20 C -0.135
21 C -0.121
22 H 0.115
23 H 0.073
24 H 0.071
25 H 0.056
26 Ir 0.994
27 Cl 0.081
28 C -0.388
29 O -0.242
30 N -0.174
31 C -0.022
32 C -0.029
33 H 0.024
34 H 0.091
35 H 0.095
36 H 0.094
37 H 0.097
38 H 0.092
39 H 0.095
40 H 0.091
41 H 0.092
42 C -0.034
43 C -0.074
44 N -0.174
45 H 0.096
46 C -0.319
47 O -0.226
48 H 0.089
49 H 0.137
50 H 0.093
51 H 0.032
52 H 0.101
53 H 0.095
54 C -0.017
55 C -0.036
56 N -0.169
57 H 0.096
58 C -0.230
59 O -0.230
60 H 0.091
61 H 0.130
62 H 0.094
63 H 0.094
64 I 0.382